Record 1
Molecular formula: C3H4Br2O
Method: DFT, ωB97M-V/def2-TZVPD

Each line ends with the Löwdin charge.
Positions of all 10 atoms, in Å:
Br1 2.90220 -2.39180 0.85815  0.061
Br2 -1.35579 2.79041 -0.77071  0.813
O1 -1.28049 0.64729 1.15602  -0.001
C1 -0.74479 1.58885 0.39906  -0.841
C2 -0.01505 -0.73064 -0.63014  -0.057
C3 -0.01723 0.35742 0.40249  -0.313
H1 -0.88753 -0.45855 -1.20452  0.074
H2 0.91446 -0.46686 -1.19511  0.106
H3 0.71206 0.32164 1.10918  0.084
H4 -0.22783 -1.65776 -0.12443  0.074

Forces on the atoms, in the same order (eV/Å):
Br -0.022 0.015 -0.008
Br -1.059 0.861 -1.275
O -1.290 -0.810 -0.070
C 1.855 0.239 0.919
C -0.460 2.540 0.210
C -1.448 -0.200 -0.553
H -0.171 -0.429 -0.873
H -0.654 -1.347 0.203
H 2.455 -0.174 1.725
H 0.795 -0.696 -0.277

Summary:
LUMO (alpha / beta) = 0.50 / -3.96 eV
Relative energy (zero: lowest compared OMol25 entry of this formula, charge and spin) = 91.1 kcal/mol

***

Record 2
Molecular formula: C3H4Br3CaO2
Method: DFT, ωB97M-V/def2-TZVPD

Each line ends with the Löwdin charge.
Positions of all 13 atoms, in Å:
Br1 1.57033 -2.82430 -2.92655  0.543
Br2 2.70656 -0.27448 -4.39394  0.569
Br3 -0.54385 -0.93038 -4.23682  0.502
Ca1 -5.13450 -1.33881 0.69867  1.600
O1 -1.52366 1.01922 1.28534  -0.015
O2 -1.06351 -0.64944 2.50300  -0.054
C1 0.41174 1.29600 2.60130  0.011
C2 1.20971 -0.97603 -3.35887  -1.592
C3 -0.82124 0.50859 2.15337  -0.785
H1 1.24952 0.64869 2.86056  0.084
H2 1.11417 -0.35465 -2.46844  -0.023
H3 0.10119 1.88700 3.46292  0.084
H4 0.72353 1.98857 1.81948  0.077

Forces on the atoms, in the same order (eV/Å):
Br 0.036 0.246 0.282
Br -0.755 -0.041 0.177
Br 0.541 0.337 0.000
Ca 1.363 0.550 0.351
O -1.757 2.858 -2.103
O 0.587 -1.320 1.913
C 0.040 0.322 0.100
C 0.043 -0.163 -0.277
C 0.119 -2.183 -0.507
H -0.321 -0.122 0.078
H 0.102 -0.375 -0.150
H 0.145 -0.028 0.098
H -0.143 -0.081 0.038

Summary:
Total charge = +1
LUMO = -7.77 eV
Relative energy (zero: lowest compared OMol25 entry of this formula, charge and spin) = 143.8 kcal/mol